88
Properties=species:S:1:pos:R:3:lowdin_spin:R:1 method="wB97M-V/def2-TZVPD" lumo_ev="-12.76 / -13.92" relative_energy_kcal_mol=3.5 total_energy_ha=-5109.87961 charge=+4 multiplicity=5 mol_weight_g_mol=821.7
Pt -0.59 -0.28 -1.68 0.349
Br -0.22 -2.19 0.67 0.619
S -2.62 0.17 0.30 0.743
P -1.85 -2.03 -2.37 0.083
P 1.69 -0.99 -1.65 0.061
N -0.70 0.88 1.99 0.057
N -2.37 -0.58 2.78 0.081
N -0.85 7.26 -8.28 0.726
C 2.14 -0.46 -3.35 0.023
C 2.65 0.03 -0.49 0.004
C 0.33 2.31 -1.05 0.073
C -0.22 6.43 -6.14 0.051
C -0.49 7.49 -7.02 0.078
C -0.56 3.23 -3.06 -0.006
C 2.36 -2.71 -1.41 -0.002
C 4.11 -0.36 -0.25 0.002
C -2.60 -1.86 -5.18 0.008
C 3.43 0.33 -3.49 0.006
C -0.32 3.98 -5.56 0.001
C -0.83 -4.59 -3.57 0.008
C 3.53 -3.16 -2.26 0.000
C -2.08 2.08 -1.62 0.065
C -2.41 -1.11 -3.86 0.030
C -0.96 6.01 -8.73 0.075
C -0.61 1.81 3.13 0.004
C -4.32 -3.50 -1.54 0.005
C -0.71 4.90 -7.90 0.049
C -0.39 5.08 -6.54 -0.014
C -2.38 -1.60 4.97 0.006
C -3.19 -2.54 -1.21 0.025
C -1.52 -1.27 3.77 0.020
C 0.82 1.92 3.60 0.003
C 0.52 3.11 -2.16 0.039
C -1.83 0.16 1.79 0.052
C -0.65 -3.37 -2.69 0.020
C -0.89 1.60 -0.99 0.501
C -0.30 3.50 -4.42 -0.008
C -1.89 2.95 -2.66 0.024
H -3.34 -0.63 -3.57 0.000
H -1.67 -0.31 -4.02 0.011
H 1.08 2.22 -0.27 0.005
H -1.10 -2.17 3.31 0.017
H 0.07 6.63 -5.12 0.006
H -0.42 8.53 -6.66 0.015
H 2.61 -2.78 -0.34 0.000
H 1.47 2.38 2.84 0.000
H -3.19 -1.11 2.48 0.004
H -0.33 1.27 1.11 0.010
H -3.47 -2.51 -5.12 0.001
H -3.08 1.76 -1.36 0.010
H 4.71 -0.37 -1.16 0.000
H 2.11 0.03 0.47 -0.001
H -3.66 -1.61 -0.84 0.014
H 1.21 0.93 3.87 0.000
H 2.17 -1.37 -3.96 0.001
H -2.63 -2.94 -0.35 0.000
H -0.68 -0.62 4.02 0.000
H 0.84 2.55 4.50 0.000
H 2.61 1.06 -0.86 0.000
H 3.25 -3.28 -3.31 0.000
H -3.00 -0.74 5.24 0.000
H -0.96 2.79 2.76 0.002
H -1.50 -5.31 -3.09 0.001
H 1.28 0.14 -3.70 0.006
H 1.53 -3.41 -1.55 0.000
H -4.92 -3.14 -2.38 0.000
H 3.85 -4.15 -1.91 0.000
H 4.31 -0.25 -3.19 0.000
H -1.75 -1.84 5.83 0.000
H -2.69 3.31 -3.28 0.002
H -2.79 -1.13 -5.98 0.001
H -1.71 -2.43 -5.46 0.000
H 4.40 -2.49 -2.20 0.000
H 4.21 -1.33 0.22 0.000
H 1.47 3.55 -2.42 0.004
H -1.29 1.47 3.92 0.001
H 4.56 0.37 0.42 0.001
H -3.94 -4.50 -1.74 0.002
H -3.02 -2.45 4.74 0.000
H -1.17 -4.35 -4.58 0.000
H -0.43 -3.70 -1.65 -0.001
H 3.40 1.27 -2.92 0.000
H 0.15 -5.07 -3.69 0.001
H -4.97 -3.59 -0.65 0.000
H 0.24 -2.84 -3.08 0.005
H 3.57 0.59 -4.54 0.001
H -0.79 3.90 -8.28 0.006
H -1.26 5.84 -9.77 0.015

---

107
Properties=species:S:1:pos:R:3:mulliken_charge:R:1 method="wB97M-V/def2-TZVPD" lumo_ev=-0.28 total_energy_ha=-11955.55580 charge=0 multiplicity=1 mol_weight_g_mol=1282.8
Cl -2.62 2.36 3.32 -0.190
Cl 8.03 0.86 -0.20 -0.211
Cl 3.28 -2.41 -6.32 -0.173
Cl 2.46 -5.71 -6.61 -0.193
Cl 6.96 -1.07 4.26 -0.206
Cl -6.10 1.57 -4.53 -0.179
Cl -3.30 -4.06 0.61 -0.201
Cl -6.96 -1.12 1.65 -0.227
Cl 9.00 -6.30 2.72 -0.193
Cl 7.52 -3.91 6.05 -0.196
Cl 0.25 3.17 7.89 -0.182
Cl 4.72 1.38 0.36 -0.086
Cl -3.15 2.28 -2.97 -0.091
Cl 4.06 2.69 -4.93 -0.174
Cl -2.27 -0.91 1.33 -0.130
Cl -2.82 3.36 6.44 -0.134
Cl -9.89 -1.32 -0.06 -0.213
Cl 3.27 3.09 -1.66 -0.088
Cl -11.12 -0.27 -3.36 -0.175
Cl -14.32 -0.37 -4.53 -0.188
Cl 0.54 1.79 2.33 -0.128
Cl 7.42 -7.76 5.33 -0.158
S 2.23 -1.02 -3.12 0.144
O 1.16 5.31 -3.02 -0.472
O 0.11 6.23 -1.26 -0.550
N 1.38 0.12 -3.92 -0.666
N 2.09 -0.50 -1.61 -0.670
C -7.24 -0.69 -0.06 -0.393
C 0.99 0.96 -2.97 0.334
C 1.38 0.63 -1.63 0.929
C -4.08 -2.92 1.73 -0.328
C -12.56 -0.84 -2.48 -0.348
C 0.33 2.55 -0.73 0.528
C -3.49 2.39 -4.71 -0.530
C -4.91 2.82 -4.99 -0.522
C -0.84 4.22 -2.19 -0.834
C -8.61 -0.11 -0.29 -0.387
C -3.96 -1.49 1.26 -0.424
C -1.97 4.67 7.30 -0.451
C 7.78 -3.69 4.30 -0.123
C 5.02 3.56 -3.71 -0.670
C 0.16 5.36 -2.08 0.365
C 9.53 -7.76 3.60 -0.447
C 8.35 -8.59 4.06 -0.432
C 0.24 2.16 -3.15 -0.164
C 1.05 1.42 -0.50 -0.997
C -1.50 1.14 3.99 -0.310
C 8.24 -2.29 3.98 -0.401
C 1.62 -4.48 -5.63 -0.393
C 4.91 2.92 -2.35 -0.546
C -0.08 1.64 4.00 -0.196
C 1.64 -3.12 -6.28 -0.430
C 5.80 0.30 1.28 -0.556
C -0.48 4.60 7.10 -0.433
C 7.20 0.85 1.38 -0.164
C -13.55 -1.52 -3.40 -0.461
C -0.07 2.91 -2.07 -0.239
H 8.71 -9.53 4.48 0.297
H 5.14 1.85 -2.39 0.377
H -5.16 3.73 -4.45 0.329
H 9.10 -2.00 4.57 0.372
H 1.28 -3.16 -7.31 0.377
H -1.83 0.94 5.01 0.349
H 6.85 -3.93 3.79 0.385
H 5.79 -0.67 0.80 0.326
H -3.63 -3.05 2.71 0.361
H -3.28 1.43 -5.16 0.372
H 10.14 -8.34 2.92 0.325
H -0.10 2.50 -4.12 0.546
H -4.30 -1.38 0.23 0.240
H -6.48 0.04 -0.33 0.296
H 8.54 -4.40 3.99 -0.109
H 0.03 3.21 0.08 0.514
H -5.04 3.00 -6.06 0.355
H -7.08 -1.59 -0.66 0.331
H 7.20 1.87 1.76 0.354
H 8.50 -2.23 2.92 0.278
H -8.81 0.72 0.38 0.341
H 0.59 -4.81 -5.52 0.328
H -14.35 -1.96 -2.81 0.310
H -0.01 5.48 7.53 0.342
H -2.35 5.61 6.91 0.297
H 7.68 -8.81 3.24 0.310
H -2.80 3.13 -5.12 0.296
H -13.08 -2.30 -3.99 0.330
H -12.22 -1.55 -1.73 0.211
H 2.09 -4.45 -4.65 0.260
H -5.13 -3.19 1.79 0.268
H -2.23 4.60 8.35 0.332
H 6.06 3.54 -4.04 0.413
H 7.79 0.24 2.05 0.034
H -1.57 4.26 -1.38 0.458
H 4.68 4.59 -3.69 0.338
H 0.01 2.60 4.49 -0.022
H 1.32 1.14 0.52 0.404
H -1.60 0.24 3.39 0.095
H -8.69 0.25 -1.31 0.247
H -13.01 0.01 -1.98 0.325
H -4.54 -0.83 1.89 0.233
H 1.81 4.64 -2.74 0.171
H -0.23 4.55 6.04 0.248
H -1.38 4.29 -3.14 0.181
H 5.60 3.39 -1.66 0.409
H 1.02 -2.43 -5.72 0.226
H 10.14 -7.44 4.43 0.316
H 0.57 0.93 4.52 0.321
H 5.37 0.20 2.27 0.256

---

91
Properties=species:S:1:pos:R:3:lowdin_spin:R:1 method="wB97M-V/def2-TZVPD" lumo_ev="0.27 / 0.27" total_energy_ha=-3558.61084 charge=0 multiplicity=7 mol_weight_g_mol=767.7
Eu 0.47 0.11 0.22 6.040
Cl 0.02 2.03 -1.20 -0.015
Cl -0.38 6.00 -5.14 0.000
Si -0.09 6.71 -3.21 0.000
O 2.54 0.07 -0.10 -0.006
O 0.81 1.35 1.93 -0.002
O 0.84 -1.55 1.64 -0.010
O 0.28 -1.37 -1.29 -0.009
N 0.24 -3.40 2.74 0.001
N 3.09 -0.94 -2.05 0.001
N 0.29 3.20 3.02 0.001
C 1.45 3.05 3.90 0.000
C -1.12 5.65 -2.07 0.000
C -0.69 -0.36 5.15 0.000
C -1.18 -0.55 -3.68 0.000
C 0.05 2.34 2.07 0.002
C -0.80 -2.00 -1.69 0.002
C -0.15 -2.93 -5.41 0.000
C -0.76 -4.39 3.06 0.000
C -0.77 -3.41 -1.12 0.000
C 1.60 -3.60 3.24 0.000
C 0.43 -5.33 -0.32 0.000
C -3.08 -0.23 3.73 0.000
C -0.04 -2.40 1.93 0.000
C -0.64 8.50 -3.17 0.000
C 0.42 -4.01 -0.77 0.000
C 3.53 -2.16 -2.72 0.000
C -1.97 -4.10 -1.00 0.000
C -0.76 -6.04 -0.21 0.000
C -1.97 -5.41 -0.54 0.000
C -0.29 -2.90 -3.92 0.000
C 2.58 0.12 -2.91 0.000
C 1.73 6.55 -2.82 0.000
C -1.90 -0.15 2.94 0.000
C -0.57 4.35 3.22 0.000
C -3.08 -0.38 5.12 0.000
C -0.71 -0.22 3.77 0.000
C -1.89 -0.45 5.84 0.000
C -2.02 0.03 1.59 -0.004
C 2.97 -0.93 -0.74 0.001
C -0.75 -1.88 -3.19 0.000
H 1.35 -3.44 -0.85 0.000
H -4.04 -0.19 3.20 0.000
H -0.91 -4.44 4.14 0.000
H -1.09 -2.33 1.58 0.000
H -0.76 -7.07 0.14 0.000
H -0.06 9.11 -3.88 0.000
H -0.44 -5.38 2.69 0.000
H -2.19 5.72 -2.33 0.000
H 4.33 -1.92 -3.43 0.000
H -1.70 8.59 -3.45 0.000
H 2.34 7.14 -3.52 0.000
H -0.75 0.26 -3.07 0.000
H 3.91 -2.87 -1.97 0.000
H 1.56 -3.71 4.34 0.000
H 1.38 -5.81 -0.06 0.000
H 2.06 5.50 -2.88 0.000
H 1.76 -0.28 -3.53 0.000
H -2.56 0.89 1.18 0.000
H 2.69 -2.61 -3.26 0.000
H -0.51 8.93 -2.17 0.000
H 0.88 -3.21 -5.70 0.000
H 0.00 5.27 3.09 0.000
H -0.82 4.60 -2.12 0.000
H -1.16 -0.07 0.97 -0.001
H 3.30 -1.82 -0.21 0.000
H 2.21 -2.74 2.97 0.000
H -1.02 5.98 -1.02 0.000
H 0.26 -0.42 5.69 0.000
H -2.91 -5.95 -0.45 0.000
H -1.00 4.33 4.22 0.000
H 2.02 -4.52 2.82 0.000
H -1.38 4.32 2.48 0.000
H -2.91 -3.61 -1.27 0.000
H -1.70 -4.13 2.56 0.000
H -0.39 -1.97 -5.89 0.000
H -1.88 -0.56 6.92 0.000
H 1.11 2.96 4.94 0.000
H 3.39 0.47 -3.56 0.000
H -0.84 2.52 1.43 0.000
H 2.20 0.94 -2.29 0.000
H 0.30 -0.18 3.34 0.000
H -0.02 -3.83 -3.42 0.000
H -0.92 -0.38 -4.73 0.000
H -1.74 -1.51 -1.34 0.001
H 2.09 3.94 3.81 0.000
H -4.03 -0.45 5.67 0.000
H 2.00 2.16 3.61 0.000
H -2.28 -0.46 -3.59 0.000
H 1.95 6.91 -1.80 0.000
H -0.80 -3.70 -5.85 0.000

---

87
Properties=species:S:1:pos:R:3:mulliken_charge:R:1 method="wB97M-V/def2-TZVPD" lumo_ev=-9.02 relative_energy_kcal_mol=0.0 total_energy_ha=-2001.72443 charge=+3 multiplicity=1 mol_weight_g_mol=534.2
Cl -0.33 0.96 -0.22 -0.716
O 6.15 2.77 -0.43 -0.303
O -3.45 -1.45 -2.60 -0.395
N -3.59 3.90 1.52 0.064
N -2.49 -1.64 -3.11 0.935
N -5.37 -2.41 4.07 0.007
N 5.94 1.78 0.13 0.761
C -2.37 -4.08 -2.73 -1.588
C -5.97 -0.22 3.43 -0.637
C -1.90 0.81 -3.37 -1.447
C -0.19 -2.85 -3.08 -1.069
C -4.67 -0.03 2.94 1.304
C 6.99 0.14 1.87 -1.039
C -0.50 -0.92 -4.57 -1.007
C 7.30 1.06 0.70 1.042
C -1.64 -2.80 -2.43 1.189
C -1.88 -0.54 -4.07 1.185
C -1.48 -2.34 -0.98 -1.433
C -3.10 1.53 1.59 -0.182
C 4.54 0.36 1.59 -1.243
C -5.81 -3.75 4.56 -0.854
C -2.78 2.81 1.19 -0.197
C 4.54 1.16 0.33 1.444
C 7.76 0.32 -0.54 -1.416
C -2.88 -0.55 -5.21 -1.789
C 5.70 -0.61 1.77 -0.899
C 0.30 -1.46 -3.41 -0.434
C -5.11 2.40 2.60 -0.636
C 4.20 0.33 -0.86 -1.818
C 8.23 2.23 1.18 -1.437
C -4.27 1.30 2.39 1.151
C -3.78 -1.13 2.85 -0.829
C -4.16 -2.31 3.47 -0.328
C -6.28 -1.44 3.97 -0.385
C -4.77 3.68 2.13 -0.574
C 3.57 2.33 0.48 -1.629
C -3.18 5.31 1.27 -0.897
H -2.74 -0.98 2.55 0.528
H -2.93 -1.49 -5.80 0.404
H -0.78 -3.04 -0.55 0.427
H 4.14 3.18 0.82 0.413
H 4.43 0.97 2.48 0.462
H 8.69 -0.24 -0.26 0.401
H -0.07 0.03 -4.88 0.467
H 7.92 1.10 -1.27 0.493
H -4.98 -4.41 4.53 0.318
H 4.89 -0.56 -0.84 0.371
H -1.58 1.57 -4.06 0.477
H -2.23 5.36 0.81 0.308
H -7.27 -1.72 4.31 0.458
H 3.60 -0.26 1.56 0.471
H 8.76 2.72 0.31 0.338
H -2.44 0.12 -5.94 0.455
H 7.05 0.71 2.86 0.394
H -1.27 0.90 -2.51 0.168
H 3.17 -0.01 -0.86 0.465
H 5.47 -1.22 2.67 0.378
H -2.68 -4.16 -3.82 0.377
H -2.37 0.72 1.34 -0.230
H -3.96 5.74 0.61 0.354
H 7.84 -0.54 1.95 0.512
H 7.53 3.00 1.61 0.395
H 0.48 -3.42 -2.39 0.534
H -6.03 2.28 3.11 0.376
H -1.63 -4.91 -2.62 0.381
H -3.58 -3.17 3.57 0.452
H -1.85 2.95 0.68 0.442
H -6.80 -3.96 4.07 0.320
H 0.17 -0.77 -2.56 0.089
H -1.03 -1.31 -0.96 0.092
H 5.72 -1.40 1.05 0.465
H -5.98 -3.64 5.65 0.391
H -2.47 -2.39 -0.51 0.562
H 1.37 -1.56 -3.70 0.325
H -3.16 5.80 2.25 0.384
H -2.90 0.96 -2.96 0.416
H -3.21 -4.29 -2.01 0.330
H 4.35 0.98 -1.71 0.452
H -3.89 -0.23 -4.95 0.418
H 2.76 1.89 1.04 0.442
H -0.65 -1.60 -5.38 0.386
H -5.40 4.57 2.32 0.452
H -0.17 -3.44 -4.00 0.417
H 8.93 1.77 1.88 0.412
H 6.97 -0.38 -0.95 0.269
H -6.71 0.56 3.55 0.323
H 3.21 2.57 -0.53 0.361

---

99
Properties=species:S:1:pos:R:3:mulliken_charge:R:1 method="wB97M-V/def2-TZVPD" lumo_ev=-0.59 total_energy_ha=-3380.83967 charge=0 multiplicity=1 mol_weight_g_mol=757.6
P -7.89 -8.13 -1.27 1.074
P 7.44 5.98 4.57 0.921
P 6.24 3.02 -0.59 1.124
O 7.88 7.37 4.69 -0.680
O -7.48 -9.06 -0.04 -0.306
O 5.22 4.20 -0.83 -0.328
O -9.32 -7.82 -1.32 -0.687
O -1.29 -0.24 -2.93 -0.555
O -7.30 -8.86 -2.54 -0.352
O -2.71 -2.45 -2.32 -0.570
O 6.06 2.79 0.95 -0.267
O -5.70 -0.10 1.04 -0.626
O -6.90 -6.91 -1.19 -0.292
O 7.68 3.72 -0.70 -0.199
O 5.89 5.77 4.90 -0.255
O 8.17 4.93 5.50 -0.370
O 7.66 5.29 3.17 -0.227
O 6.08 1.85 -1.45 -0.667
N -3.96 2.99 1.91 -0.629
C 2.99 -0.65 -0.29 -1.489
C -8.52 -9.66 0.75 -0.604
C -7.06 -1.90 -0.61 -0.701
C 5.28 4.89 -2.08 -0.801
C 5.05 6.92 5.04 -0.627
C 0.09 -1.48 -0.76 -1.547
C 2.24 -0.58 -1.65 0.801
C 0.75 -0.29 -1.45 0.838
C -5.21 -0.34 -0.03 -0.068
C -3.83 1.75 -0.26 0.476
C -1.89 1.75 -1.71 -0.818
C 7.90 4.98 6.90 -0.653
C -4.92 -2.11 -1.73 0.460
C -5.40 -3.20 -2.46 -0.742
C 6.92 5.81 2.06 -0.568
C 8.57 3.30 -1.75 -0.702
C -5.74 -1.48 -0.83 0.480
C -4.69 2.58 0.69 -1.179
C -6.71 -3.62 -2.25 -0.656
C -3.21 -0.25 -1.52 0.502
C -2.74 2.40 -0.83 -0.779
C 0.11 0.03 -2.81 -1.410
C -2.10 0.43 -2.07 0.599
C -4.07 0.42 -0.61 0.793
C -3.51 -1.66 -1.90 0.344
C 2.98 0.42 -2.54 -1.843
C -7.53 -2.99 -1.34 -0.545
C -7.76 -10.18 -2.82 -0.670
C -6.85 -6.18 0.05 -0.526
C 7.08 2.06 1.65 -0.812
H -9.16 -8.89 1.18 0.282
H 3.90 -0.05 -0.34 0.353
H 2.53 0.58 -3.52 0.432
H 6.94 6.90 2.04 0.473
H 7.88 2.74 1.93 0.303
H 2.35 -0.28 0.50 0.356
H -3.38 3.79 1.68 0.301
H 6.99 4.42 7.12 0.252
H 0.74 -1.88 0.02 0.552
H 2.32 -1.58 -2.09 0.307
H -7.84 -6.10 0.49 0.349
H 7.47 1.25 1.04 0.359
H -4.95 3.49 0.15 0.428
H 0.30 1.07 -3.07 0.304
H 5.37 4.19 -2.91 0.354
H 8.74 4.51 7.41 0.259
H 5.01 7.49 4.11 0.305
H -6.18 -6.68 0.74 0.297
H -6.49 -5.18 -0.18 0.070
H 7.38 5.43 1.15 0.029
H -0.11 -2.26 -1.49 0.345
H 4.36 5.46 -2.19 0.268
H -7.07 -4.47 -2.81 0.400
H -8.03 -10.21 1.55 0.247
H 6.13 5.58 -2.09 0.267
H -5.62 2.10 0.94 0.435
H -0.82 -1.18 -0.26 0.235
H -3.33 2.25 2.18 0.274
H 3.27 -1.67 -0.04 0.322
H 5.89 5.45 2.11 0.298
H 3.15 1.36 -2.02 0.298
H 6.63 1.65 2.55 0.274
H 7.80 6.00 7.25 0.331
H -7.29 -10.90 -2.15 0.264
H 8.14 3.51 -2.73 0.301
H -2.55 3.44 -0.59 0.373
H -8.85 -10.24 -2.73 0.337
H -8.54 -3.34 -1.19 0.486
H 9.49 3.86 -1.63 0.235
H -7.67 -1.39 0.11 0.498
H -1.05 2.30 -2.11 0.387
H 0.58 -0.59 -3.56 0.487
H 4.06 6.57 5.29 0.254
H 0.68 0.61 -0.83 0.217
H -7.48 -10.42 -3.85 0.244
H 8.78 2.24 -1.67 0.288
H -9.11 -10.34 0.15 0.292
H 3.97 0.01 -2.73 0.514
H -4.76 -3.69 -3.17 0.521
H 5.42 7.57 5.84 0.280